A structure of composition C22H34N4OSSi. Source: the OMol25 dataset; level of theory: the ωB97M-V functional and the def2-TZVPD basis.

```
! wB97M-V def2-TZVPD RIJCOSX def2/J DEFGRID3
* xyz 0 1
C 5.91808 -1.33741 0.18033
Si 5.80730 -1.00230 -1.66404
C 5.88831 0.85740 -1.90197
C 7.24378 -1.85753 -2.49426
O 4.41787 -1.66527 -2.30081
C 3.21385 -0.93333 -2.41501
C 2.47854 -0.77868 -1.08504
C 1.42185 0.28752 -1.17330
C 1.82713 1.64540 -0.92624
C 0.98211 2.69533 -1.00405
C -0.36012 2.42829 -1.35391
N -1.35163 3.31806 -1.46767
S -2.65426 2.48422 -1.86767
N -2.07140 1.00067 -1.93028
C -0.77660 1.08920 -1.61841
C 0.14024 0.00693 -1.52138
C -0.33966 -1.36900 -1.80193
C -0.39650 -1.85813 -3.10160
C -0.85472 -3.14706 -3.31616
C -1.24220 -3.90098 -2.21926
N -1.19853 -3.45128 -0.97020
C -0.76076 -2.21218 -0.77953
H 5.25345 -0.65434 0.71206
H 5.66833 -2.36351 0.43649
H 6.92914 -1.10390 0.51870
H 5.44519 1.19396 -2.83804
H 5.35934 1.35020 -1.08520
H 6.93140 1.16715 -1.86997
H 7.16288 -1.82509 -3.57850
H 7.27130 -2.89619 -2.16647
H 8.16480 -1.36860 -2.17735
H 2.56464 -1.48396 -3.09879
H 3.37872 0.04814 -2.87018
H 2.02862 -1.73458 -0.81679
H 3.16953 -0.51981 -0.28324
H 2.86180 1.82203 -0.66402
H 1.32245 3.69935 -0.80224
H -0.09014 -1.22230 -3.92197
H -0.90855 -3.54496 -4.31874
H -1.60160 -4.91214 -2.36023
H -0.73743 -1.85519 0.24354
C -4.86473 1.81931 5.41083
C -3.90816 1.42452 4.29588
N -4.43300 0.37644 3.44048
C -3.43352 -0.21820 2.57160
C -2.79399 0.67115 1.49858
C -5.72423 0.64861 2.83311
C -5.85987 1.90783 1.96549
H -5.17088 0.94358 5.98425
H -4.37297 2.51884 6.08785
H -5.76043 2.31110 5.02995
H -2.98907 1.03976 4.74612
H -3.62122 2.33087 3.73805
H -3.88245 -1.09008 2.08851
H -2.63931 -0.61098 3.21462
H -3.47854 0.87055 0.67698
H -1.92384 0.16418 1.07576
H -2.45327 1.62444 1.90661
H -6.46757 0.70296 3.63205
H -6.00007 -0.22867 2.24305
H -5.41986 2.78211 2.44756
H -6.91644 2.12545 1.79756
H -5.39309 1.79014 0.98841
*
```

The value obtained for the total energy is -50088.181 eV. The value obtained for the LUMO energy is -0.5 eV. The orbital gap is 7.5029 eV.


A structure of composition C22H35BF2InNO6P. Source: the OMol25 dataset; level of theory: the ωB97M-V functional and the def2-TZVPD basis.

```
! wB97M-V def2-TZVPD RIJCOSX def2/J DEFGRID3
* xyz -1 1
C 0.37797 -1.29937 3.26076
C -0.58755 -1.31159 2.06321
O -1.61708 -0.33443 2.27186
P -2.27276 0.21106 0.91291
O -2.42441 -0.89346 -0.05431
C -1.27927 1.51871 0.14416
C -0.41675 2.46726 0.99065
C 0.70310 1.81147 1.80201
In 2.36381 3.24383 2.28040
C 3.11292 4.24158 0.41801
C 3.95290 3.26752 -0.39207
O 3.13605 2.59360 -1.37631
C 2.68724 1.39795 -0.99984
O 1.92258 0.73997 -1.68693
B 1.78912 4.72488 3.96445
N 2.52840 5.95490 4.30450
O 0.68809 4.43419 4.76738
O -3.71886 0.75778 1.33678
C -3.83972 2.12645 1.74268
C -3.35346 2.37386 3.15578
H 0.19377 -0.42781 3.87379
H 1.39987 -1.28454 2.89897
H 0.23744 -2.19546 3.85706
H -1.01190 -2.30293 1.96536
H -0.01275 -1.07470 1.17735
H -1.95209 2.10503 -0.48100
H -0.62621 0.98481 -0.54007
H 0.05228 3.14069 0.26843
H -1.01218 3.12087 1.62559
H 0.28741 1.49937 2.75978
H 1.04486 0.91030 1.29406
H 3.73766 2.26604 2.92372
H 2.30114 4.64786 -0.17945
H 3.74169 5.07075 0.73678
H 4.40038 2.52970 0.27324
H 4.78884 3.73998 -0.90539
H 3.03400 1.03362 -0.02516
H 2.49788 6.07005 5.31602
H 2.07471 6.77618 3.91891
H 0.48551 3.51341 4.60268
H -4.90575 2.34041 1.73176
H -3.38927 2.81591 1.03432
H -3.74066 1.62104 3.83364
H -2.27096 2.40101 3.23035
H -3.74386 3.34165 3.46326
F 1.68029 -4.76021 1.77309
C 1.56364 -4.52397 0.44745
C 1.58213 -3.22174 -0.00665
C 1.46465 -2.98010 -1.36631
C 1.32103 -4.04117 -2.25008
C 1.29978 -5.34468 -1.77114
C 1.42664 -5.59490 -0.41157
H 1.68781 -2.40730 0.69608
H 1.48292 -1.96149 -1.73210
H 1.22424 -3.85222 -3.30713
H 1.18281 -6.17294 -2.45833
H 1.41897 -6.60292 -0.01825
F 0.14505 -2.67186 -4.93981
C -1.12632 -2.97174 -5.26992
C -1.79234 -3.94284 -4.55016
C -3.10200 -4.24310 -4.89149
C -3.72098 -3.58101 -5.94284
C -3.02944 -2.61004 -6.65312
C -1.72177 -2.29556 -6.31477
H -1.29102 -4.44640 -3.73447
H -3.64144 -4.99448 -4.33136
H -4.74282 -3.81980 -6.20563
H -3.50909 -2.09305 -7.47322
H -1.16684 -1.53586 -6.84837
*
```

The value obtained for the total energy is -57734.005 eV. The value obtained for the LUMO energy is 2.6 eV. The orbital gap is 7.0806 eV.


Question: Which of these has the lowest orbital gap?
Answer: C22H35BF2InNO6P


Question: Which formula does entry 2 have?
Answer: C22H35BF2InNO6P